Record 1
11
Properties=species:S:1:pos:R:3:forces:R:3:lowdin_charge:R:1 method="wB97M-V/def2-TZVPD" gap_ev=11.31 charge=0 smiles="C=C.C" relative_energy_kj_mol=107.7
C 1.4155 -0.6302 -1.0141 0.015 -0.081 0.158 -0.090
C 1.0716 -0.9090 0.2370 0.111 -0.010 -0.170 -0.113
C -1.4789 0.9134 0.4644 -0.057 0.052 0.004 -0.054
H 0.3557 -1.6926 0.4748 0.162 0.066 -0.067 0.058
H 1.4427 -0.3259 1.0767 0.024 -0.117 -0.145 0.056
H 1.0042 -1.1832 -1.8548 0.091 0.038 0.124 0.051
H -1.7662 1.9623 0.3927 -0.063 -0.059 0.052 0.017
H -1.0887 0.7065 1.4646 -0.064 0.052 -0.135 0.020
H -2.3441 0.2753 0.2757 0.043 0.095 0.027 0.022
H 2.0923 0.1873 -1.2494 -0.048 -0.146 0.042 0.051
H -0.7042 0.6962 -0.2674 -0.213 0.111 0.109 -0.018

***

Record 2
15
Properties=species:S:1:pos:R:3:forces:R:3:lowdin_charge:R:1 method="wB97M-V/def2-TZVPD" gap_ev=9.62 charge=0 smiles="[H]/N=C1/N[C@H](C)CS1" relative_energy_kj_mol=84.5
S 0.4933 -0.5612 1.2287 0.407 -0.065 0.921 0.950
N -0.4643 0.8668 -0.6777 0.375 -0.032 2.043 -0.011
N -0.9090 1.8868 1.3444 0.881 -1.553 0.430 0.063
C 0.1602 -0.1949 -1.3949 0.935 -0.657 1.030 -0.464
C 1.2742 -0.6203 -0.3625 -0.655 0.670 -2.300 -0.444
C -0.3375 0.9005 0.7377 -1.902 1.670 -1.908 -0.733
C -0.7427 -1.3598 -1.7449 -1.845 0.510 -0.350 -0.081
H 1.9699 0.1994 -0.5595 0.661 -0.457 0.877 0.086
H 1.6457 -1.5921 -0.6586 0.337 -0.139 0.396 0.078
H -0.8196 1.7890 2.3614 0.084 0.132 -0.374 0.034
H -1.4957 -0.9624 -2.4974 0.826 -0.859 0.641 0.095
H -1.3551 -1.7729 -0.8854 0.942 0.650 -0.764 0.093
H -0.1291 -2.1546 -2.1570 -0.190 -0.192 -0.321 0.067
H -0.9210 1.6536 -1.0616 -0.426 0.579 -0.553 0.121
H 0.7004 0.1902 -2.2813 -0.428 -0.257 0.232 0.145